No. 1
# C34H68ClN4O4PS3

3 unconnected molecules or ions with the total composition C34H68ClN4O4PS3 in a non-equilibrium geometry (ωB97M-V/def2-TZVPD, the OMol25 dataset).

## Properties
<S²>: 2.0083
Net charge: 0
HOMO energy (alpha / beta) (eV): -8.2066 / -8.2074
Energy (eV): -104825.876
Spin multiplicity: 3
M (Da): 759.570

Last column: Mulliken charge in e.
Positions of all 115 atoms, in Å:
C  2.1519  3.5294  1.1008  -0.509
C  1.3923  4.5816  1.9355  -0.720
C  -0.0331  4.8630  1.4607  -0.805
C  -0.9919  3.6927  1.7047  -0.896
N  -0.9233  2.7142  0.6160  0.718
C  -1.7792  3.0969  -0.5374  -0.889
C  -2.4622  1.9857  -1.3217  -1.688
C  -3.7009  1.3185  -0.7006  -0.319
C  -4.6067  2.2423  0.1033  -0.731
N  -5.5268  1.4264  0.9417  0.608
C  -5.8188  2.1118  2.1343  0.110
O  -5.8574  3.3031  2.2822  -0.525
O  -6.0433  1.2439  3.1530  -0.112
P  -6.8138  1.8245  4.4818  0.229
S  -5.8267  2.7311  5.8496  -0.354
C  -6.6704  0.9219  0.1970  -0.226
Cl  -8.1278  1.9962  0.3172  -0.175
C  -7.0752  -0.5245  0.4676  -0.634
C  -7.7065  -0.8743  1.8097  -1.061
C  -0.9171  1.3751  1.0134  -0.051
S  -1.6836  0.7749  2.3283  -0.247
S  0.0324  0.3383  -0.0734  -0.250
C  0.7545  -0.8982  1.0310  -0.641
C  2.2507  -0.6862  1.2959  0.408
C  2.8976  -2.0631  1.5342  -1.127
H  3.1114  3.9155  0.7505  0.290
H  1.5953  3.2173  0.2174  0.189
H  2.3765  2.6286  1.6769  0.064
H  1.9609  5.5135  1.9057  0.370
H  1.3540  4.2483  2.9761  0.315
H  -0.0296  5.1054  0.3948  0.253
H  -0.4147  5.7250  2.0147  0.393
H  -0.7204  3.2140  2.6451  0.682
H  -2.0146  4.0644  1.8371  0.269
H  -2.5107  3.8140  -0.1590  0.665
H  -1.1677  3.6578  -1.2516  0.263
H  -1.7633  1.1968  -1.5932  0.434
H  -2.7606  2.4450  -2.2692  0.601
H  -3.4374  0.4610  -0.0799  0.343
H  -4.2823  0.9100  -1.5348  0.624
H  -4.0402  2.8652  0.7871  0.354
H  -5.1964  2.8753  -0.5680  0.151
H  -7.8702  2.5301  3.8990  0.069
H  -7.3328  0.6107  4.9256  0.064
H  -6.3881  0.9757  -0.8524  0.488
H  -6.2010  -1.1517  0.2812  0.319
H  -7.8076  -0.7603  -0.3102  0.350
H  -8.4998  -0.1789  2.0809  0.289
H  -6.9650  -0.9468  2.6025  0.179
H  -8.1655  -1.8624  1.7290  0.421
H  0.6439  -1.8633  0.5327  0.327
H  0.2016  -0.9005  1.9658  0.355
H  2.7312  -0.1816  0.4588  -0.191
H  2.3751  -0.0893  2.2001  0.136
H  3.3106  -2.4728  0.6133  0.303
H  2.1205  -2.7480  1.8823  0.139
H  3.6718  -2.0209  2.2994  0.409
C  -3.2379  -6.0754  -0.1201  -1.809
C  -1.7163  -5.9236  -0.3120  1.845
C  -1.0799  -7.2785  -0.6300  -1.285
C  -0.9862  -8.2121  0.5755  -0.478
C  -0.2974  -7.5172  1.7478  -1.269
C  -0.9458  -6.1848  2.1237  1.669
N  -1.0720  -5.3266  0.9024  0.541
O  0.0385  -4.7366  0.6176  -0.575
C  -2.3097  -6.4174  2.7913  -1.690
C  -0.0804  -5.4505  3.1401  -1.891
C  -1.5050  -4.9694  -1.4810  -2.007
H  -3.6400  -5.2538  0.4729  0.350
H  -3.7324  -6.0537  -1.0905  0.494
H  -3.5232  -7.0125  0.3526  0.297
H  -0.0727  -7.1115  -1.0244  0.409
H  -1.6567  -7.7489  -1.4296  0.342
H  -1.9787  -8.5653  0.8676  0.311
H  -0.4190  -9.1021  0.2976  0.385
H  -0.2987  -8.1636  2.6282  0.393
H  0.7510  -7.3405  1.4884  0.352
H  -2.8353  -5.4723  2.9313  0.366
H  -2.1532  -6.8633  3.7733  0.453
H  -2.9600  -7.0923  2.2429  0.289
H  0.9414  -5.3239  2.7905  0.328
H  -0.0546  -6.0295  4.0632  0.445
H  -0.4919  -4.4652  3.3630  0.443
H  -1.9012  -3.9786  -1.2541  0.465
H  -2.0311  -5.3616  -2.3514  0.472
H  -0.4540  -4.8659  -1.7385  0.350
C  6.7352  1.3646  -2.9897  -1.925
C  5.5447  2.2710  -2.6209  2.201
C  4.6330  2.4753  -3.8329  -1.242
C  5.2147  3.4150  -4.8883  -0.513
C  5.6374  4.7421  -4.2610  -1.278
C  6.5923  4.5730  -3.0789  1.675
N  6.0102  3.5991  -2.1030  0.375
O  5.1249  4.1490  -1.3440  -0.549
C  7.9778  4.1218  -3.5655  -1.677
C  6.7883  5.9070  -2.3706  -1.902
C  4.7709  1.5688  -1.5103  -2.118
H  7.5703  1.5202  -2.3066  0.354
H  6.4368  0.3198  -2.9117  0.473
H  7.0916  1.5105  -4.0071  0.345
H  3.6759  2.8807  -3.4900  0.351
H  4.4211  1.4974  -4.2714  0.388
H  6.0593  2.9453  -5.3994  0.308
H  4.4626  3.6014  -5.6569  0.387
H  6.1174  5.3803  -5.0062  0.400
H  4.7431  5.2731  -3.9206  0.370
H  8.6167  3.8636  -2.7204  0.364
H  8.4498  4.9426  -4.1052  0.448
H  7.9523  3.2756  -4.2454  0.290
H  5.8430  6.3527  -2.0712  0.373
H  7.2896  6.5955  -3.0510  0.431
H  7.4082  5.7890  -1.4813  0.448
H  5.3836  1.4627  -0.6140  0.479
H  4.4890  0.5741  -1.8567  0.487
H  3.8629  2.1034  -1.2413  0.223

Force components x, y, z for each atom (eV/Å):
C 0.222 -0.014 -0.024
C 0.168 -0.193 -0.348
C -0.035 -0.177 0.178
C 0.099 0.323 0.170
N -0.803 -0.468 0.388
C 0.852 0.095 -0.343
C -0.411 0.069 -0.137
C -0.102 -0.129 -0.108
C -0.268 -0.476 -0.095
N 0.104 0.827 -0.142
C -0.017 0.137 -0.074
O 0.172 -0.416 0.012
O -0.337 -0.100 -0.114
P 0.414 0.387 0.797
S -0.065 -0.056 -0.241
C 0.390 -0.646 0.143
Cl -0.048 0.112 0.025
C -0.443 0.060 -0.078
C 0.130 -0.392 -0.015
C 0.031 -0.109 -0.153
S 0.157 0.187 0.309
S 0.120 0.318 0.032
C 0.308 -0.221 -0.328
C -0.001 -0.387 0.213
C -0.263 0.155 0.137
H -0.022 0.008 0.027
H -0.068 0.001 0.028
H -0.120 -0.008 -0.038
H -0.084 0.021 0.133
H 0.001 0.175 0.038
H -0.009 0.185 0.020
H -0.039 0.044 -0.134
H -0.029 -0.089 -0.109
H -0.056 -0.068 -0.058
H -0.087 -0.067 -0.031
H 0.051 -0.005 0.054
H 0.074 0.095 -0.060
H 0.002 0.053 0.049
H 0.178 0.138 0.119
H 0.054 -0.097 0.037
H 0.030 0.034 -0.039
H 0.117 0.274 0.126
H -0.097 -0.093 -0.075
H -0.223 -0.133 -0.238
H -0.007 0.056 0.054
H 0.079 0.088 0.029
H 0.083 -0.021 -0.045
H 0.073 0.095 0.059
H -0.060 0.190 0.023
H -0.016 0.044 -0.027
H -0.294 0.036 0.041
H -0.220 -0.134 -0.100
H 0.002 0.150 0.065
H 0.003 0.280 -0.172
H 0.026 -0.055 0.020
H 0.183 -0.148 0.062
H 0.114 -0.023 -0.122
C 0.001 0.017 0.120
C -0.795 0.156 -0.212
C 0.243 -0.179 0.085
C -0.043 0.086 0.016
C 0.114 -0.164 -0.242
C -0.514 0.074 0.648
N 1.154 -0.671 -0.424
O -0.367 0.291 0.143
C -0.072 0.019 -0.108
C 0.190 0.076 -0.006
C 0.152 0.087 -0.091
H 0.006 0.012 0.001
H 0.066 0.002 -0.054
H 0.027 0.016 0.027
H 0.000 0.082 0.039
H -0.022 0.023 -0.028
H -0.011 0.030 0.012
H -0.016 -0.021 0.001
H -0.011 0.013 0.036
H -0.019 0.096 -0.012
H 0.007 0.013 0.000
H 0.073 0.023 0.019
H 0.019 0.018 -0.016
H -0.034 0.027 -0.051
H -0.040 -0.028 0.019
H -0.013 0.001 -0.015
H -0.013 -0.001 0.020
H -0.045 -0.026 0.002
H 0.003 0.023 0.073
C 0.080 0.091 -0.001
C 0.447 -0.704 0.052
C -0.145 0.236 -0.164
C 0.054 -0.016 0.085
C -0.272 -0.099 -0.126
C 0.786 0.100 -0.105
N -1.255 0.394 -0.384
O 0.436 -0.081 0.174
C -0.020 -0.125 0.020
C -0.128 0.130 0.093
C -0.152 0.057 0.111
H -0.003 0.001 0.013
H -0.082 0.007 0.018
H 0.002 0.039 0.016
H 0.042 0.028 0.079
H 0.000 -0.035 0.021
H 0.021 0.001 0.028
H 0.009 -0.010 -0.023
H 0.033 0.017 0.004
H 0.023 -0.021 0.094
H -0.003 0.002 0.013
H -0.036 0.064 0.029
H -0.021 0.000 0.025
H -0.005 -0.064 0.035
H 0.036 -0.014 -0.037
H -0.002 -0.020 0.003
H 0.018 0.002 -0.002
H 0.031 -0.032 -0.036
H 0.048 0.049 0.020

***

No. 2
# C34H68N2O21S6

7 unconnected molecules or ions with the total composition C34H68N2O21S6 in a non-equilibrium geometry (ωB97M-V/def2-TZVPD, the OMol25 dataset).

## Properties
Net charge: 0
HOMO energy (eV): -7.7832
Energy (eV): -147340.227
SMILES: CCCOc1cc(CCCC(=O)O)cc2nc(C)cnc12.CCOS(C)(=O)=O.CCOS(C)(=O)=O.CCOS(C)(=O)=O.CCOS(C)(=O)=O.CCOS(C)(=O)=O.CCOS(C)(=O)=O
M (Da): 1033.313

Last column: Mulliken charge in e.
Positions of all 131 atoms, in Å:
C  0.3775  1.1395  3.9900  -0.859
C  0.5603  -0.3780  4.4961  -0.401
C  -0.5232  -1.4181  3.8943  -0.162
O  -1.0344  -1.0670  2.5868  -0.330
C  -0.1406  -1.3921  1.5346  0.023
C  0.6771  -2.7266  1.4327  -0.474
C  1.6301  -3.0559  0.2123  0.420
C  2.4722  -4.4442  0.1627  -0.835
C  4.0238  -3.9887  0.4057  -0.438
C  4.2063  -3.1011  1.7369  -0.261
C  4.7427  -1.6186  1.4890  0.497
O  4.9103  -0.8730  2.5092  -0.627
O  5.0431  -1.0458  0.2298  -0.446
C  1.7029  -1.9966  -0.9078  -0.415
C  0.9164  -0.6143  -0.8862  0.545
N  1.1047  0.2278  -2.0414  -0.603
C  0.3273  1.4072  -1.8399  0.656
C  0.4243  2.5295  -3.0103  -0.757
C  -0.6038  1.7457  -0.6406  -0.536
N  -0.7816  0.8497  0.4503  -0.328
C  0.0106  -0.3486  0.3413  0.323
H  1.3302  1.4185  3.4090  0.174
H  0.3648  1.8211  4.9268  0.331
H  -0.5847  1.3236  3.4058  0.231
H  1.6520  -0.7562  4.4001  0.172
H  0.3633  -0.3623  5.6400  0.367
H  -0.1138  -2.4792  3.9952  0.152
H  -1.4306  -1.3664  4.6147  0.144
H  0.5754  -3.4894  2.2741  0.208
H  2.0972  -5.1161  1.0288  0.274
H  2.3381  -4.9651  -0.8586  0.270
H  4.6972  -4.9195  0.3674  0.340
H  4.2974  -3.3442  -0.5165  0.278
H  3.2721  -3.0324  2.3957  0.132
H  5.0021  -3.6440  2.3806  0.353
H  5.4158  -0.1330  0.3549  0.342
H  2.3685  -2.2566  -1.8163  0.233
H  0.4074  2.0005  -4.0343  0.302
H  1.4440  3.0606  -2.9045  0.233
H  -0.4331  3.3014  -2.9252  0.151
H  -1.1847  2.7359  -0.6444  0.338
O  -3.9946  -3.6000  4.2938  -0.643
S  -4.7881  -2.6124  4.9778  1.226
O  -4.2874  -1.8860  6.1158  -0.611
O  -6.2190  -3.2636  5.3639  -0.267
C  -6.2350  -4.4765  6.1151  -0.317
C  -5.9434  -4.2276  7.5840  -0.987
C  -5.3885  -1.4453  3.7894  -0.860
H  -5.5366  -5.2038  5.6907  0.313
H  -7.2384  -4.8968  6.0163  0.273
H  -4.9140  -3.8919  7.7281  0.296
H  -6.0856  -5.1412  8.1650  0.384
H  -6.5968  -3.4466  7.9803  0.257
H  -5.8130  -1.9869  2.9450  0.313
H  -4.5441  -0.8383  3.4607  0.302
H  -6.1384  -0.8128  4.2641  0.326
O  6.5167  -6.5098  -2.2986  -0.618
S  7.4916  -7.5633  -2.1784  1.280
O  7.2940  -8.6878  -1.3014  -0.607
O  8.9380  -6.9085  -1.8676  -0.297
C  9.0622  -6.0289  -0.7503  -0.291
C  9.1189  -6.7941  0.5595  -0.997
C  7.8688  -8.1750  -3.7967  -0.999
H  8.2518  -5.2938  -0.7446  0.291
H  9.9963  -5.4784  -0.8832  0.264
H  8.1654  -7.2842  0.7691  0.288
H  9.3424  -6.1206  1.3895  0.388
H  9.8817  -7.5752  0.5176  0.278
H  8.0667  -7.3311  -4.4565  0.320
H  7.0039  -8.7354  -4.1524  0.370
H  8.7361  -8.8315  -3.7322  0.332
O  -1.1676  5.6646  -2.9596  -0.570
S  -1.7582  6.9628  -2.7507  1.176
O  -3.0914  7.2725  -3.1971  -0.568
O  -0.7462  8.0961  -3.3084  -0.312
C  -0.2934  8.0003  -4.6580  -0.299
C  -1.3586  8.4580  -5.6383  -0.902
C  -1.6297  7.3756  -1.0343  -1.119
H  0.0406  6.9830  -4.8830  0.287
H  0.5780  8.6531  -4.7467  0.291
H  -2.2093  7.7727  -5.6414  0.186
H  -0.9557  8.5013  -6.6523  0.394
H  -1.7388  9.4444  -5.3623  0.266
H  -0.6106  7.1887  -0.7005  0.386
H  -2.3268  6.7428  -0.4843  0.425
H  -1.8968  8.4238  -0.9028  0.381
O  1.6590  -10.5798  0.1176  -0.666
S  1.4847  -9.2399  -0.3797  1.230
O  0.9768  -8.1783  0.4501  -0.566
O  0.6156  -9.2950  -1.7442  -0.279
C  -0.6511  -9.9514  -1.7192  -0.342
C  -1.7153  -9.0870  -1.0673  -0.984
C  3.0066  -8.7013  -1.1065  -1.019
H  -0.5733  -10.9239  -1.2242  0.330
H  -0.9307  -10.1395  -2.7583  0.268
H  -1.5142  -8.9540  -0.0019  0.292
H  -2.7007  -9.5460  -1.1706  0.382
H  -1.7350  -8.0924  -1.5194  0.265
H  3.3760  -9.4786  -1.7742  0.371
H  3.7200  -8.5289  -0.3002  0.394
H  2.8286  -7.7733  -1.6494  0.324
O  -7.6105  5.7547  -7.1403  -0.639
S  -7.7889  6.2406  -5.7966  1.194
O  -7.2485  7.5031  -5.3658  -0.590
O  -7.3231  5.0922  -4.7566  -0.249
C  -6.0095  4.5469  -4.8853  -0.570
C  -4.9563  5.4878  -4.3282  -0.715
C  -9.5153  6.2064  -5.4035  -0.932
H  -5.7984  4.2887  -5.9274  0.348
H  -5.9959  3.6162  -4.3131  0.297
H  -4.8794  6.3932  -4.9334  0.266
H  -3.9769  5.0056  -4.3159  0.321
H  -5.2141  5.7984  -3.3137  0.270
H  -9.9225  5.2355  -5.6830  0.314
H  -10.0037  6.9971  -5.9735  0.367
H  -9.6375  6.3881  -4.3360  0.310
O  0.5316  7.5437  1.2306  -0.567
S  0.7055  7.7680  2.6434  1.150
O  -0.4057  7.7567  3.5575  -0.614
O  1.5434  9.1355  2.8582  -0.296
C  1.0611  10.3334  2.2506  -0.275
C  -0.1075  10.9197  3.0222  -0.994
C  1.9410  6.6536  3.2486  -0.964
H  0.7957  10.1568  1.2040  0.280
H  1.8880  11.0471  2.2578  0.274
H  -0.9843  10.2713  2.9587  0.293
H  -0.3810  11.8982  2.6219  0.390
H  0.1422  11.0235  4.0807  0.268
H  2.8059  6.6915  2.5875  0.315
H  1.5138  5.6504  3.2518  0.353
H  2.2121  6.9453  4.2629  0.348

Force components x, y, z for each atom (eV/Å):
C 0.835 0.054 0.814
C -0.270 -0.068 0.753
C -0.090 0.326 2.295
O 2.442 -1.082 -1.349
C 2.551 -1.898 -2.475
C -0.567 2.807 -1.515
C -2.187 3.472 -0.859
C -0.087 1.689 0.660
C -0.778 0.023 -1.023
C 1.000 -0.641 -0.820
C 0.680 3.488 3.230
O -0.620 -2.908 -3.715
O -0.415 -1.471 1.522
C -0.961 -0.973 2.480
C 0.774 -2.837 0.904
N -3.899 2.276 4.720
C 0.175 -0.154 -0.395
C 0.122 -0.766 0.683
C 1.312 -3.137 0.551
N 2.575 0.323 -3.987
C -0.322 0.016 0.084
H -1.750 -0.234 0.522
H -0.027 -1.031 -1.582
H 1.510 -0.397 0.607
H -1.855 0.704 -0.226
H 0.300 -0.263 -1.859
H -0.643 1.399 -0.533
H 1.297 -0.094 -1.504
H 0.160 1.172 -1.379
H 0.613 1.003 -1.577
H 0.222 0.850 1.737
H -0.930 1.445 0.325
H -0.324 -1.044 1.575
H 1.307 0.126 -1.185
H -1.159 1.274 -0.934
H -0.635 -1.237 0.477
H -1.272 0.757 1.587
H -0.034 0.857 1.662
H -1.670 -0.754 -0.173
H 1.528 -1.333 -0.161
H 1.016 -1.774 0.047
O -0.148 0.328 0.672
S -0.583 0.133 -0.218
O 0.078 -0.553 -0.483
O 0.498 0.608 -0.558
C 0.053 -0.724 0.718
C 0.267 0.169 0.100
C -0.160 -0.020 0.011
H 0.019 0.186 -0.085
H 0.045 0.268 -0.254
H -0.086 -0.050 -0.011
H -0.056 0.019 -0.091
H -0.019 -0.120 -0.048
H 0.054 0.003 0.107
H 0.042 -0.143 0.102
H 0.080 -0.089 0.009
O 0.243 -0.511 0.448
S 0.693 0.029 -0.252
O -0.254 0.680 -0.251
O -0.661 -0.472 -0.682
C 0.086 0.451 0.969
C -0.230 -0.224 0.071
C 0.157 0.056 -0.023
H -0.026 -0.140 -0.148
H -0.094 -0.171 -0.324
H 0.079 0.056 -0.003
H 0.035 0.020 -0.104
H 0.000 0.132 -0.001
H -0.018 -0.046 0.108
H 0.003 0.078 0.160
H -0.085 0.069 0.053
O -0.447 0.369 -0.322
S 0.210 0.819 0.520
O 0.777 -0.368 0.026
O -0.373 -0.517 0.729
C 0.091 0.023 -1.022
C -0.298 -0.128 0.009
C 0.173 0.036 -0.144
H -0.087 0.011 0.181
H -0.075 -0.054 0.359
H 0.076 0.055 -0.019
H 0.059 0.014 0.086
H 0.110 -0.051 -0.040
H -0.133 0.037 -0.050
H 0.018 -0.012 -0.166
H 0.014 -0.098 -0.072
O -0.399 0.626 0.033
S 0.119 0.162 -0.592
O 0.146 -0.701 -0.122
O 0.873 0.129 0.419
C -0.988 -0.271 0.139
C 0.049 0.136 0.298
C -0.054 0.030 -0.156
H 0.174 0.111 0.019
H 0.361 0.094 0.013
H -0.031 -0.027 -0.091
H 0.078 -0.016 -0.073
H -0.026 -0.121 -0.041
H -0.071 0.048 0.080
H -0.140 -0.064 0.015
H -0.020 -0.083 0.064
O 0.220 0.393 0.531
S -0.059 -0.368 0.553
O -0.130 -0.552 -0.524
O -0.868 0.546 -0.474
C 1.136 -0.179 0.012
C -0.203 0.117 -0.211
C -0.027 -0.121 0.110
H -0.199 0.093 0.014
H -0.373 0.100 -0.048
H 0.024 -0.093 0.088
H -0.098 -0.034 0.024
H 0.065 -0.099 -0.095
H 0.090 0.073 0.021
H 0.178 -0.031 -0.012
H 0.071 -0.011 -0.099
O -0.256 0.268 0.576
S 0.608 0.202 0.557
O 0.277 0.006 -0.783
O -0.039 -1.038 -0.040
C -0.518 0.884 -0.249
C -0.264 -0.185 0.074
C 0.116 0.093 -0.004
H 0.051 -0.171 0.094
H 0.131 -0.346 0.073
H 0.067 0.070 -0.006
H 0.104 -0.039 -0.005
H 0.043 0.054 -0.114
H -0.102 0.039 0.039
H -0.096 0.135 -0.055
H -0.076 0.019 -0.102

***

> What is the net charge in the second record?

0